Record 1
Entry from the OMol25 dataset: AlBH10O3 as an isolated structure at a distorted geometry (ωB97M-V/def2-TZVPD).

CARTESIAN COORDINATES (ANGSTROEM)
1 Al 4.58 -26.37 -1.49
2 B 3.75 -23.15 -0.50
3 H 4.05 -22.23 -0.99
4 H 2.97 -23.61 -1.10
5 H 4.51 -23.89 -0.33
6 H 3.35 -22.86 0.46
7 O 5.36 -29.01 -2.64
8 H 6.11 -29.15 -3.22
9 H 5.15 -29.89 -2.31
10 O 6.64 -25.53 0.48
11 H 7.45 -25.88 0.86
12 H 6.62 -24.62 0.76
13 O 2.82 -28.56 -0.57
14 H 2.30 -28.57 0.23
15 H 2.70 -29.44 -0.94

Properties
Kohn-Sham gap = 4.041 eV
E_LUMO = -15.50 eV
Calculated total energy = -13550.1386 eV
HOMO = -19.54 eV
Charge = +2



Record 2
Entry from the OMol25 dataset: C2H6O4S2 as an isolated structure at a distorted geometry (ωB97M-V/def2-TZVPD).

CARTESIAN COORDINATES (ANGSTROEM)
1 C 1.62 1.54 1.34
2 C -1.45 -1.54 -0.98
3 O -0.53 0.97 2.95
4 O 0.14 0.43 -1.76
5 O 1.01 -1.23 -0.14
6 O -0.71 0.32 0.62
7 S 0.28 0.26 2.01
8 S -0.08 -0.48 -0.64
9 H 2.25 1.06 0.53
10 H 2.23 1.77 2.10
11 H 1.10 2.41 1.17
12 H -1.63 -2.30 -0.14
13 H -2.21 -0.89 -1.17
14 H -1.35 -2.17 -1.95

Properties
Kohn-Sham gap = 10.383 eV
E_LUMO = 0.50 eV
Calculated total energy = -32029.4436 eV
HOMO = -9.88 eV



Record 3
Entry from the OMol25 dataset: a 2-piece molecular cluster, C3H4Cl2Si overall at a distorted geometry (ωB97M-V/def2-TZVPD).

CARTESIAN COORDINATES (ANGSTROEM)
1 C -3.25 -0.40 -0.10
2 C -2.08 -0.56 0.03
3 C 1.49 0.78 -0.37
4 Si 0.79 -0.70 0.61
5 Cl 1.44 0.58 -2.17
6 Cl 3.05 1.27 0.46
7 H -4.35 -0.38 -0.14
8 H 1.02 1.72 -0.26
9 H 1.16 -2.01 -0.05
10 H 0.74 -0.29 1.98

Properties
Kohn-Sham gap = 8.088 eV
E_LUMO = -1.30 eV
Calculated total energy = -36092.4394 eV
HOMO = -9.39 eV



Record 4
Entry from the OMol25 dataset: C33H42GeN2PPdSSe as an isolated structure at a distorted geometry (ωB97M-V/def2-TZVPD).

CARTESIAN COORDINATES (ANGSTROEM)
1 Pd -0.39 -0.36 0.51
2 C -1.37 -5.50 -0.72
3 C -2.27 -4.62 -1.54
4 C -3.33 -5.20 -2.22
5 C -4.19 -4.47 -3.03
6 C -3.99 -3.11 -3.20
7 C -2.94 -2.50 -2.53
8 C -2.09 -3.23 -1.70
9 P -0.83 -2.26 -0.87
10 C -0.80 -2.97 0.84
11 C 0.38 -3.48 1.40
12 C 0.41 -3.98 2.69
13 C -0.75 -3.98 3.45
14 C -1.92 -3.48 2.91
15 C -1.97 -2.97 1.61
16 C -3.30 -2.48 1.09
17 C 0.78 -2.58 -1.59
18 C 1.07 -3.52 -2.57
19 C 2.35 -3.59 -3.11
20 C 3.33 -2.70 -2.67
21 C 3.03 -1.76 -1.70
22 C 1.75 -1.68 -1.16
23 C 1.46 -0.63 -0.11
24 H -1.43 -6.52 -1.09
25 H -1.66 -5.51 0.33
26 H -0.32 -5.20 -0.76
27 H -3.49 -6.27 -2.12
28 H -5.00 -4.97 -3.54
29 H -4.65 -2.53 -3.84
30 H -2.79 -1.43 -2.64
31 H 1.28 -3.50 0.80
32 H 1.33 -4.37 3.10
33 H -0.75 -4.38 4.46
34 H -2.83 -3.48 3.50
35 H -3.94 -2.19 1.93
36 H -3.83 -3.26 0.53
37 H -3.22 -1.62 0.42
38 H 0.30 -4.19 -2.92
39 H 2.58 -4.32 -3.87
40 H 4.32 -2.74 -3.09
41 H 3.79 -1.06 -1.36
42 H 1.74 0.37 -0.42
43 H 1.93 -0.89 0.85
44 N 0.67 3.22 -1.47
45 C -0.02 2.88 -0.38
46 S -1.33 1.80 -0.51
47 N 0.37 3.39 0.80
48 C 1.36 4.40 1.04
49 C 2.17 4.28 2.15
50 C 3.11 5.26 2.43
51 C 3.25 6.35 1.59
52 C 2.42 6.48 0.49
53 C 1.46 5.51 0.21
54 H 0.38 2.81 -2.34
55 H 1.50 3.79 -1.44
56 H -0.06 2.95 1.60
57 H 2.06 3.41 2.80
58 H 3.74 5.16 3.31
59 H 3.98 7.11 1.81
60 H 2.49 7.35 -0.15
61 H 0.77 5.66 -0.61
62 C 2.12 -0.92 6.00
63 Ge 0.78 0.47 6.18
64 C 1.34 1.86 7.38
65 C -0.91 -0.31 6.69
66 C 0.59 1.29 4.40
67 Se -0.15 0.00 3.14
68 C -2.00 0.52 3.36
69 H 2.20 -1.50 6.92
70 H 3.09 -0.48 5.79
71 H 1.85 -1.60 5.19
72 H 1.52 1.45 8.38
73 H 0.58 2.63 7.46
74 H 2.27 2.32 7.03
75 H -0.80 -0.90 7.60
76 H -1.28 -0.97 5.91
77 H -1.66 0.47 6.88
78 H 1.58 1.58 4.03
79 H -0.04 2.17 4.39
80 H -2.39 0.06 4.26
81 H -2.58 0.17 2.50
82 H -2.06 1.60 3.40

Properties
Kohn-Sham gap (alpha / beta) = 6.327 / 6.326 eV
E_LUMO (alpha / beta) = -3.39 / -3.39 eV
Calculated total energy = -183344.1788 eV
HOMO (alpha / beta) = -9.72 / -9.72 eV
Charge = +1



Record 5
Entry from the OMol25 dataset: a 2-piece molecular cluster, C3H10N2O overall at a distorted geometry (ωB97M-V/def2-TZVPD).

CARTESIAN COORDINATES (ANGSTROEM)
1 C -2.05 2.34 -1.14
2 C -1.06 1.64 -0.26
3 N -0.11 0.90 -1.00
4 C -1.04 1.61 1.09
5 N 0.23 1.16 1.69
6 H -2.78 2.91 -0.59
7 H -1.48 2.97 -1.82
8 H -2.49 1.53 -1.71
9 H -0.48 0.05 -1.38
10 H 0.68 0.74 -0.37
11 H -1.82 1.75 1.83
12 H 0.53 1.55 2.57
13 H 0.17 0.16 1.82
14 O 3.19 -5.87 -0.37
15 H 4.08 -6.20 -0.50
16 H 2.67 -6.67 -0.15

Properties
Structure (SMILES) = C/C(N)=C/N.O
Kohn-Sham gap = 8.935 eV
E_LUMO = 1.04 eV
Calculated total energy = -8299.6614 eV
HOMO = -7.89 eV



Record 6
Entry from the OMol25 dataset: a 2-piece molecular cluster, C2H6S overall at a distorted geometry (ωB97M-V/def2-TZVPD).

CARTESIAN COORDINATES (ANGSTROEM)
1 C 0.11 -0.01 -1.09
2 C -0.06 -0.21 0.39
3 S -0.17 1.43 1.30
4 H -0.10 -0.80 -1.83
5 H -0.68 0.67 -1.46
6 H 1.07 0.47 -1.40
7 H 0.83 -0.74 0.81
8 H -0.91 -0.84 0.70
9 H -0.09 0.03 2.57

Properties
Kohn-Sham gap = 8.430 eV
E_LUMO = -0.67 eV
Calculated total energy = -13003.9044 eV
HOMO = -9.10 eV



Q: Which value of calculated total energy does entry 4 give?
A: -183344.1788 eV



Q: What is the calculated total energy in the fourth record?
A: -183344.1788 eV



Q: Among the records above, which one has the highest calculated total energy?
A: C3H10N2O